{
  "formula": "C36H33N8OSSiTi",
  "method": "the ωB97M-V functional and the def2-TZVPD basis",
  "total_charge": 1,
  "spin_multiplicity": 1,
  "lumo_energy_ev": -3.2,
  "symbols": ["Ti", "N", "C", "S", "N", "N", "C", "C", "C", "C", "C", "C", "C", "O", "H", "H", "H", "H", "H", "H", "H", "N", "C", "C", "C", "C", "C", "C", "N", "C", "C", "C", "C", "N", "C", "C", "H", "H", "H", "H", "H", "H", "H", "H", "H", "C", "C", "C", "C", "C", "C", "Si", "C", "C", "C", "C", "C", "C", "H", "H", "H", "H", "H", "H", "H", "H", "H", "H", "H", "C", "N", "C", "C", "N", "C", "H", "H", "H", "H", "H", "H"],
  "positions_angstrom": [[-1.021998, 1.803195, -0.107348], [-1.689310, 6.178931, 0.318622], [-1.484805, 4.860226, 0.555551], [-2.520851, 3.738573, -0.306148], [-0.496642, 4.534232, 1.339044], [-0.449911, 3.150391, 1.455075], [0.046188, 2.704240, 2.553819], [-0.043733, 1.317817, 3.000014], [0.632422, 0.925336, 4.160343], [0.458350, -0.340546, 4.682295], [-0.436781, -1.221278, 4.073203], [-1.136982, -0.848176, 2.940213], [-0.916773, 0.407354, 2.393661], [-1.548004, 0.782027, 1.258376], [-2.538638, 6.456561, -0.140281], [-1.259390, 6.834454, 0.950609], [0.468545, 3.439099, 3.235897], [1.288896, 1.635157, 4.650340], [0.991488, -0.639240, 5.574120], [-0.593137, -2.206441, 4.492928], [-1.842181, -1.515411, 2.462234], [4.229938, -2.117112, 2.550209], [4.704354, -3.285506, 3.116198], [5.800523, -3.552185, 3.936314], [5.968668, -4.864782, 4.317700], [5.081158, -5.879185, 3.901861], [4.002591, -5.603628, 3.093705], [3.815719, -4.275886, 2.696455], [2.826294, -3.724595, 1.896165], [3.110798, -2.454929, 1.839033], [2.291458, -1.488898, 1.094580], [2.590556, -0.135568, 1.009512], [1.721758, 0.698879, 0.333929], [0.587523, 0.267684, -0.230245], [0.320749, -1.050661, -0.179585], [1.143243, -1.950575, 0.450375], [4.631340, -1.203579, 2.654897], [6.485530, -2.778542, 4.256730], [6.804294, -5.126521, 4.953134], [5.258616, -6.894893, 4.228353], [3.318428, -6.376211, 2.769318], [3.472758, 0.293264, 1.464884], [1.928856, 1.758688, 0.244365], [-0.598476, -1.368539, -0.655337], [0.897349, -3.002479, 0.483594], [-6.620466, -0.908352, -0.439831], [-6.649848, -0.027052, -1.511073], [-5.486462, 0.610385, -1.919505], [-4.272189, 0.384700, -1.263251], [-4.266725, -0.499355, -0.180383], [-5.426955, -1.144411, 0.227033], [-2.716393, 1.160588, -1.948344], [-1.924977, -0.066475, -3.135676], [-1.356526, 0.386271, -4.332614], [-0.820406, -0.501153, -5.255811], [-0.837904, -1.866260, -4.995591], [-1.408113, -2.336644, -3.821924], [-1.951171, -1.444418, -2.904679], [-7.527552, -1.406465, -0.122566], [-7.580583, 0.164975, -2.029317], [-5.525888, 1.294707, -2.759793], [-3.350199, -0.677006, 0.369886], [-5.404190, -1.825096, 1.068723], [-3.115092, 2.299973, -2.798822], [-1.366478, 1.448024, -4.563275], [-0.411160, -0.134918, -6.189979], [-0.430571, -2.562037, -5.717610], [-1.447955, -3.400975, -3.627793], [-2.427710, -1.834099, -2.009794], [2.093891, 2.319609, -4.709036], [1.426785, 2.761671, -3.485634], [1.287238, 4.060789, -3.036715], [0.581859, 3.992705, -1.884116], [0.289260, 2.663460, -1.611702], [0.829011, 1.964175, -2.602081], [2.392178, 3.198209, -5.272471], [1.405611, 1.726050, -5.306108], [2.975552, 1.730858, -4.468226], [1.690966, 4.898127, -3.578435], [0.268783, 4.793838, -1.239521], [0.783602, 0.894860, -2.712675]],
  "atomic_forces_ev_per_a": [[-0.176, 0.809, -0.710], [-0.040, -0.035, 0.059], [0.104, 0.302, -0.060], [0.349, -0.293, -0.065], [-0.210, -0.389, -0.164], [0.111, 0.190, 0.117], [-0.068, -0.169, 0.099], [0.175, 0.327, 0.088], [0.015, -0.039, 0.021], [-0.014, 0.006, -0.029], [-0.003, -0.013, 0.012], [0.103, -0.108, 0.090], [-0.303, 0.215, -0.501], [-0.050, -0.779, 0.950], [-0.010, -0.003, -0.002], [-0.002, 0.027, -0.003], [-0.014, -0.031, 0.055], [-0.005, -0.016, 0.002], [-0.005, -0.005, 0.001], [0.011, 0.007, 0.007], [0.011, 0.001, 0.004], [0.073, -0.088, 0.059], [0.117, 0.256, 0.043], [-0.051, -0.019, -0.039], [-0.034, -0.069, -0.007], [0.045, 0.042, 0.025], [0.000, 0.021, -0.009], [-0.236, -0.151, -0.142], [0.149, -0.112, 0.145], [-0.154, 0.230, -0.170], [0.138, -0.237, 0.142], [-0.001, 0.050, -0.039], [0.046, -0.045, -0.037], [0.083, -0.140, 0.109], [-0.040, 0.094, -0.029], [-0.029, -0.032, -0.027], [0.008, 0.015, 0.005], [-0.011, 0.003, -0.007], [-0.009, -0.008, -0.005], [0.006, 0.006, 0.004], [0.010, 0.014, 0.006], [-0.003, -0.011, -0.009], [0.002, 0.020, 0.040], [0.023, 0.004, 0.033], [0.018, 0.009, 0.001], [-0.003, 0.006, -0.008], [0.011, 0.022, -0.006], [-0.001, 0.000, 0.037], [-0.099, -0.119, 0.030], [-0.064, -0.004, 0.003], [0.023, 0.037, -0.031], [-0.389, 0.073, 0.086], [0.075, -0.056, -0.063], [-0.017, -0.057, -0.025], [0.002, -0.007, 0.048], [0.011, 0.012, -0.026], [-0.018, 0.014, 0.067], [0.093, 0.002, -0.055], [0.005, 0.005, 0.000], [0.006, -0.002, 0.000], [0.002, -0.012, 0.005], [0.026, 0.010, -0.007], [0.012, 0.003, 0.002], [0.031, 0.103, -0.070], [-0.008, -0.007, 0.022], [-0.011, -0.005, 0.003], [0.003, 0.004, 0.005], [0.002, 0.000, -0.008], [-0.040, 0.014, -0.030], [-0.075, 0.099, 0.113], [0.126, 0.096, -0.111], [0.035, -0.118, -0.149], [-0.122, -0.153, 0.084], [0.293, 0.255, -0.023], [-0.045, 0.009, 0.051], [0.009, -0.003, -0.022], [0.001, -0.017, -0.006], [0.015, -0.003, 0.004], [0.001, -0.020, 0.009], [-0.015, -0.013, 0.015], [-0.005, -0.018, -0.001]],
  "mulliken_charge": [-0.657, -0.382, 0.414, -0.418, -1.328, 1.073, -0.933, 0.509, -0.636, -0.824, -0.541, -0.283, 0.790, -0.097, 0.223, 0.263, 0.415, 0.467, 0.453, 0.454, 0.516, 0.042, 0.776, -1.102, -0.427, -0.506, -0.797, 0.511, -0.606, -0.303, 1.361, -1.129, -0.387, 0.706, -0.822, -0.609, 0.161, 0.394, 0.393, 0.398, 0.446, 0.350, 0.498, 0.432, 0.580, -0.437, -0.678, -0.633, 0.395, 0.179, -0.716, 0.708, 0.653, -0.680, -0.555, -0.592, -0.678, -0.307, 0.382, 0.395, 0.362, 0.125, 0.407, -0.328, 0.505, 0.512, 0.421, 0.430, 0.501, -0.692, 0.176, -0.759, -0.591, 1.265, -1.157, 0.321, 0.248, 0.307, 0.433, 0.417, 0.823]
}

***

{
  "formula": "C36H33NOPPb",
  "method": "the ωB97M-V functional and the def2-TZVPD basis",
  "total_charge": 1,
  "spin_multiplicity": 1,
  "relative_energy_kcal_mol": 25.9,
  "lumo_energy_ev": [-3.1, -5.8],
  "symbols": ["C", "C", "C", "H", "C", "C", "H", "H", "H", "H", "C", "C", "C", "H", "C", "C", "H", "H", "H", "H", "Pb", "O", "C", "C", "H", "H", "H", "H", "C", "C", "C", "H", "C", "H", "C", "H", "C", "H", "N", "P", "C", "C", "C", "C", "C", "C", "C", "C", "C", "C", "C", "C", "C", "C", "C", "C", "C", "C", "H", "H", "H", "H", "H", "H", "H", "H", "H", "H", "H", "H", "H", "H", "H"],
  "positions_angstrom": [[-1.532750, -0.624460, 1.855709], [-1.097824, 0.686733, 2.178837], [-1.669548, 1.601290, 1.202008], [-0.358553, 0.982088, 2.929046], [-2.444946, 0.770531, 0.256415], [-2.331386, -0.604703, 0.679509], [-2.746982, -1.527505, 0.227474], [-1.268518, -1.553835, 2.342820], [-1.395995, 2.685554, 1.123696], [-2.942574, 1.133829, -0.656517], [2.527228, -0.291561, -0.354011], [2.097961, -1.144270, 0.713009], [1.207919, -2.117416, 0.223622], [2.377261, -1.013237, 1.778120], [1.045809, -1.930787, -1.178620], [1.876046, -0.805825, -1.570219], [1.874404, -0.294492, -2.555071], [3.143698, 0.630708, -0.216959], [0.707366, -2.863112, 0.838717], [0.368140, -2.527322, -1.818342], [0.062247, 0.675442, -0.452640], [-0.582949, 2.583286, -2.862237], [-0.683084, 3.967392, -2.469887], [-1.539147, 3.453638, -3.614760], [-1.201536, 4.106752, -1.533780], [0.126643, 4.633996, -2.746506], [-2.620778, 3.289180, -3.383357], [-3.261018, 4.532363, -5.415388], [-2.251963, 4.399752, -5.855192], [-1.244844, 3.811455, -5.001457], [0.074866, 3.679036, -5.549325], [0.864187, 3.230336, -4.929109], [0.344901, 4.057267, -6.878595], [1.358478, 3.905974, -7.277807], [-0.664311, 4.615992, -7.690684], [-0.443398, 4.919069, -8.725923], [-1.972898, 4.794173, -7.175427], [-2.774056, 5.237667, -7.798183], [0.951700, -1.049594, 2.959834], [0.889873, -2.229977, 4.071338], [0.982448, -1.227504, 5.598065], [0.934633, 0.171621, 5.577881], [1.043081, 0.832911, 6.811047], [1.208413, 0.108423, 7.995766], [1.281386, -1.293004, 7.964953], [1.181737, -1.977813, 6.762566], [-0.547944, -3.374139, 4.030666], [-1.299356, -3.481677, 5.212413], [-2.346191, -4.404439, 5.301734], [-2.709077, -5.188652, 4.193580], [-1.997422, -5.013466, 2.996832], [-0.930563, -4.109950, 2.901879], [2.438161, -3.125573, 3.748558], [3.538649, -2.796737, 4.548606], [4.725202, -3.516596, 4.393392], [4.845199, -4.493227, 3.391527], [3.761268, -4.728269, 2.535435], [2.554260, -4.040855, 2.700530], [0.832092, 0.702802, 4.625417], [0.993217, 1.912569, 6.835421], [1.283370, 0.622525, 8.966232], [1.410981, -1.875147, 8.857025], [1.245474, -3.074400, 6.691391], [-1.039455, -2.852402, 6.070257], [-2.874655, -4.519593, 6.243456], [-3.543003, -5.925592, 4.280830], [-2.281528, -5.612435, 2.136767], [-0.406547, -4.007172, 1.945357], [3.433102, -2.021661, 5.312614], [5.545346, -3.324901, 5.073035], [5.786567, -5.067407, 3.288485], [3.851305, -5.472146, 1.751041], [1.733445, -4.223530, 2.006827]],
  "atomic_forces_ev_per_a": [[-0.711, -0.264, -0.696], [-0.887, 2.395, -1.352], [1.260, -0.962, 2.082], [-0.630, -0.289, -0.299], [-0.383, -1.338, 0.044], [0.082, 1.008, -0.150], [0.182, 1.067, 0.181], [-0.132, 0.455, 0.170], [-0.743, -1.166, 0.131], [0.083, -0.198, 0.711], [-0.828, -0.043, -0.298], [0.531, 0.588, 0.110], [0.074, 0.474, -0.567], [0.056, -0.158, -1.203], [0.103, 0.854, -0.142], [-0.512, 0.388, 0.263], [0.319, -0.757, 0.643], [-0.344, -1.206, -0.433], [0.212, 0.345, -0.426], [0.723, 0.516, 0.322], [1.690, -1.328, -0.818], [-0.666, 0.822, -0.602], [-1.279, -0.674, -1.477], [0.149, 0.044, 2.213], [0.166, 0.238, 0.290], [0.164, -0.207, 0.204], [1.093, -0.127, -0.102], [0.642, -0.065, -0.506], [0.568, -0.630, 1.045], [0.946, 0.867, -2.830], [-1.098, -0.024, 0.119], [-0.384, 0.239, -0.349], [-0.456, 0.099, 0.187], [-0.579, 0.139, 0.184], [-0.327, -0.070, 0.465], [-0.093, -0.217, 0.629], [0.549, -0.215, 0.318], [0.661, -0.350, 0.482], [-0.908, -0.271, 0.561], [0.584, 1.790, -1.660], [-0.078, -1.534, -0.093], [0.008, -0.402, 0.546], [-0.033, -0.401, -0.232], [-0.013, -0.264, 0.076], [0.019, 0.174, -0.188], [-0.180, 0.699, 0.024], [0.002, 0.321, 0.876], [-0.044, -0.369, -0.106], [-0.094, -0.093, -0.354], [0.171, 0.207, 0.307], [-0.143, 0.010, 0.199], [-0.128, -0.346, 0.088], [-0.194, 0.065, 0.537], [0.069, -0.576, -0.042], [-0.134, -0.050, -0.317], [-0.105, 0.142, 0.200], [0.113, 0.161, 0.180], [0.410, -0.299, 0.205], [0.102, -0.258, 0.553], [0.031, 0.029, 0.058], [-0.037, -0.217, -0.623], [0.087, 0.068, 0.445], [-0.003, 0.582, 0.265], [-0.220, -0.394, -0.317], [0.009, 0.069, -0.146], [0.880, 0.737, -0.190], [0.107, 0.154, 0.010], [-0.239, -0.089, 0.482], [0.193, -0.378, -0.221], [0.075, 0.029, -0.110], [-0.762, 0.438, 0.040], [-0.014, 0.126, 0.015], [0.271, -0.109, 0.392]],
  "mulliken_charge": [0.378, -0.186, -0.862, 0.279, -0.698, -0.798, 0.392, 0.265, 0.560, 0.558, -1.332, -0.111, 0.701, 0.485, -1.185, -0.707, 0.621, 0.499, 0.255, 0.361, 1.301, -0.312, -0.458, -0.087, 0.290, 0.289, 0.382, 0.281, -0.415, 0.440, -0.302, 0.307, -0.568, 0.354, -0.342, 0.353, -0.526, 0.349, -0.762, 2.321, 0.147, -0.601, -0.634, -0.584, -0.818, -0.422, 0.677, -0.711, -0.681, -0.561, -0.973, 0.028, 0.594, -0.579, -0.724, -0.551, -0.967, 0.166, 0.257, 0.422, 0.387, 0.430, 0.543, 0.440, 0.428, 0.353, 0.450, 0.188, 0.439, 0.425, 0.362, 0.432, 0.274]
}

***

Number 1: E -3442.03825 hartree. Number 2: E -2055.29361 hartree.